{"formula": "C57H118O36", "method": "the ωB97M-V functional and the def2-TZVPD basis", "e_tot_ha": -4950.693359, "e_above_lowest_kj_mol": 410.1, "homo_energy_ev": -9.1, "smiles": "COCCOCCOC.COCCOCCOC.COCCOCCOC.COCCOCCOC.COCCOCCOC.COCCOCCOC.COCCOCCOC.O=C1OCCO1.O=C1OCCO1.O=C1OCCO1.O=C1OCCO1.O=C1OCCO1", "e_lumo_ev": 0.30, "species": ["C", "O", "C", "C", "O", "C", "C", "O", "C", "H", "H", "H", "H", "H", "H", "H", "H", "H", "H", "H", "H", "H", "H", "C", "O", "C", "C", "O", "C", "C", "O", "C", "H", "H", "H", "H", "H", "H", "H", "H", "H", "H", "H", "H", "H", "H", "C", "O", "C", "C", "O", "C", "C", "O", "C", "H", "H", "H", "H", "H", "H", "H", "H", "H", "H", "H", "H", "H", "H", "C", "O", "C", "C", "O", "C", "C", "O", "C", "H", "H", "H", "H", "H", "H", "H", "H", "H", "H", "H", "H", "H", "H", "C", "O", "C", "C", "O", "C", "C", "O", "C", "H", "H", "H", "H", "H", "H", "H", "H", "H", "H", "H", "H", "H", "H", "C", "O", "C", "C", "O", "C", "C", "O", "C", "H", "H", "H", "H", "H", "H", "H", "H", "H", "H", "H", "H", "H", "H", "C", "O", "C", "C", "O", "C", "C", "O", "C", "H", "H", "H", "H", "H", "H", "H", "H", "H", "H", "H", "H", "H", "H", "O", "C", "O", "C", "C", "O", "H", "H", "H", "H", "O", "C", "O", "C", "C", "O", "H", "H", "H", "H", "O", "C", "O", "C", "C", "O", "H", "H", "H", "H", "O", "C", "O", "C", "C", "O", "H", "H", "H", "H", "O", "C", "O", "C", "C", "O", "H", "H", "H", "H"], "coordinates": [[2.35, 1.78, -1.70], [2.98, 0.53, -1.34], [3.93, 0.06, -2.32], [3.51, -0.46, -3.69], [2.89, -1.73, -3.61], [2.87, -2.47, -4.83], [4.24, -2.78, -5.48], [5.03, -3.54, -4.59], [6.31, -3.85, -5.13], [3.01, 2.64, -1.72], [1.52, 2.11, -1.08], [1.91, 1.54, -2.67], [4.39, -0.82, -1.86], [4.68, 0.83, -2.52], [4.34, -0.37, -4.39], [2.83, 0.31, -4.05], [2.29, -1.90, -5.56], [2.31, -3.36, -4.54], [4.67, -1.81, -5.71], [4.03, -3.40, -6.35], [6.95, -2.97, -5.27], [6.12, -4.36, -6.07], [6.86, -4.47, -4.41], [3.89, 1.82, 1.45], [4.98, 1.32, 2.25], [5.40, 0.07, 1.85], [6.59, -0.42, 2.63], [7.74, 0.44, 2.40], [8.97, 0.21, 3.22], [10.00, -0.82, 2.59], [9.53, -2.13, 2.25], [9.14, -2.94, 3.33], [3.12, 1.09, 1.19], [4.37, 2.02, 0.49], [3.44, 2.72, 1.86], [5.56, -0.06, 0.78], [4.59, -0.61, 2.10], [6.92, -1.39, 2.25], [6.46, -0.48, 3.71], [8.70, -0.17, 4.20], [9.36, 1.23, 3.26], [10.87, -0.88, 3.25], [10.45, -0.31, 1.74], [8.90, -3.95, 3.01], [8.27, -2.51, 3.82], [9.96, -2.90, 4.04], [1.16, 2.36, -8.96], [1.39, 3.09, -7.74], [0.36, 4.13, -7.52], [-1.01, 3.52, -7.12], [-1.03, 2.87, -5.84], [-0.69, 1.51, -5.87], [-0.68, 0.83, -4.43], [-1.91, 1.03, -3.78], [-2.18, 0.15, -2.74], [0.14, 2.16, -9.27], [1.62, 1.39, -8.81], [1.55, 2.84, -9.86], [0.35, 4.91, -8.27], [0.71, 4.60, -6.60], [-1.32, 2.81, -7.89], [-1.67, 4.38, -7.06], [0.28, 1.38, -6.34], [-1.52, 1.01, -6.38], [0.12, 1.29, -3.85], [-0.45, -0.23, -4.56], [-1.44, 0.17, -1.93], [-2.09, -0.88, -3.07], [-3.14, 0.37, -2.27], [-3.37, -1.90, 8.54], [-2.22, -1.77, 7.66], [-2.59, -1.50, 6.33], [-3.24, -0.10, 6.04], [-2.38, 0.96, 6.20], [-2.80, 2.22, 5.65], [-1.69, 3.25, 5.76], [-0.81, 3.15, 4.60], [0.46, 3.76, 4.92], [-3.89, -2.82, 8.29], [-3.98, -1.01, 8.65], [-2.94, -2.22, 9.49], [-3.09, -2.42, 6.03], [-1.64, -1.54, 5.80], [-4.05, 0.09, 6.75], [-3.78, -0.11, 5.09], [-3.68, 2.51, 6.23], [-3.18, 2.05, 4.64], [-1.13, 3.24, 6.70], [-2.14, 4.24, 5.85], [0.36, 4.84, 4.90], [1.26, 3.81, 4.18], [0.84, 3.37, 5.87], [3.03, 6.27, -2.49], [2.13, 5.21, -2.51], [0.94, 5.51, -3.31], [-0.16, 4.52, -3.15], [-0.91, 4.77, -1.95], [-2.03, 3.98, -1.69], [-2.85, 4.68, -0.67], [-2.46, 4.35, 0.67], [-3.06, 4.96, 1.75], [3.89, 5.85, -1.97], [2.63, 7.10, -1.91], [3.28, 6.51, -3.53], [1.25, 5.67, -4.34], [0.56, 6.53, -3.19], [0.19, 3.49, -3.15], [-0.87, 4.68, -3.97], [-1.80, 2.95, -1.42], [-2.68, 4.02, -2.56], [-3.94, 4.67, -0.77], [-2.66, 5.74, -0.83], [-2.56, 4.56, 2.63], [-4.12, 4.74, 1.84], [-2.89, 6.04, 1.65], [-5.30, -7.14, 0.83], [-5.70, -5.98, 1.56], [-5.21, -5.80, 2.85], [-3.88, -5.02, 2.75], [-3.96, -3.61, 2.31], [-2.84, -2.78, 2.38], [-1.59, -3.33, 1.72], [-1.04, -4.47, 2.43], [0.15, -5.01, 1.83], [-4.22, -7.11, 0.64], [-5.85, -7.23, -0.11], [-5.32, -8.07, 1.39], [-5.09, -6.74, 3.37], [-5.82, -5.09, 3.42], [-3.23, -5.55, 2.05], [-3.44, -5.14, 3.75], [-2.70, -2.67, 3.46], [-2.95, -1.76, 2.00], [-0.83, -2.56, 1.80], [-1.70, -3.52, 0.65], [-0.17, -5.55, 0.93], [0.64, -5.79, 2.41], [0.91, -4.28, 1.56], [0.82, -1.83, -0.72], [0.06, -3.03, -1.11], [0.98, -4.03, -1.60], [0.29, -4.99, -2.61], [-0.12, -4.38, -3.89], [-0.83, -3.17, -3.82], [-1.10, -2.69, -5.25], [-1.91, -3.74, -5.76], [-2.44, -3.39, -7.04], [0.90, -1.19, -1.60], [1.65, -2.09, -0.06], [0.22, -1.19, -0.07], [1.27, -4.60, -0.72], [1.83, -3.49, -2.02], [-0.52, -5.55, -2.14], [1.08, -5.72, -2.78], [-0.19, -2.38, -3.43], [-1.73, -3.24, -3.22], [-0.25, -2.45, -5.89], [-1.79, -1.85, -5.21], [-2.76, -4.28, -7.58], [-1.73, -2.81, -7.62], [-3.25, -2.67, -6.89], [3.32, 5.86, 2.67], [2.27, 5.74, 2.02], [1.47, 6.83, 1.83], [0.20, 6.38, 1.44], [0.54, 5.09, 0.76], [1.62, 4.66, 1.56], [-0.48, 6.22, 2.28], [-0.20, 7.21, 0.86], [0.82, 5.15, -0.29], [-0.22, 4.32, 0.85], [-8.15, 3.65, 3.92], [-7.29, 2.97, 3.36], [-6.05, 2.74, 3.81], [-5.36, 1.85, 2.88], [-6.29, 1.86, 1.72], [-7.54, 2.37, 2.14], [-4.54, 2.40, 2.42], [-5.06, 0.82, 3.11], [-6.44, 0.86, 1.32], [-5.92, 2.47, 0.90], [-7.09, 0.31, -1.34], [-6.37, -0.67, -1.03], [-6.63, -1.62, -0.09], [-5.52, -2.40, 0.19], [-4.58, -2.04, -1.00], [-5.14, -0.81, -1.55], [-5.14, -2.05, 1.15], [-5.51, -3.49, 0.16], [-4.60, -2.77, -1.81], [-3.60, -1.77, -0.62], [2.13, -1.39, 2.31], [1.77, -2.13, 3.23], [0.97, -1.82, 4.31], [0.87, -2.87, 5.18], [2.04, -3.78, 4.81], [2.46, -3.27, 3.54], [1.05, -2.51, 6.19], [-0.06, -3.43, 5.15], [1.73, -4.82, 4.69], [2.82, -3.88, 5.56], [-3.45, 0.49, 0.63], [-2.40, 0.76, 1.19], [-1.41, 1.42, 0.63], [-0.39, 1.51, 1.61], [-0.70, 0.48, 2.68], [-2.09, 0.42, 2.48], [0.56, 1.22, 1.15], [-0.25, 2.52, 1.99], [-0.37, 0.92, 3.62], [-0.12, -0.44, 2.55]]}

***

{"formula": "C57H126AsF6N7O7", "method": "the ωB97M-V functional and the def2-TZVPD basis", "e_tot_ha": -5989.667405, "e_above_lowest_kj_mol": 70.2, "homo_energy_ev": -18.9, "charge": 6, "e_lumo_ev": -13.04, "species": ["As", "F", "F", "F", "F", "F", "F", "C", "C", "C", "C", "C", "C", "N", "O", "C", "C", "C", "H", "H", "H", "H", "H", "H", "H", "H", "H", "H", "H", "H", "H", "H", "H", "H", "H", "H", "C", "C", "C", "C", "C", "C", "N", "O", "C", "C", "C", "H", "H", "H", "H", "H", "H", "H", "H", "H", "H", "H", "H", "H", "H", "H", "H", "H", "H", "C", "C", "C", "C", "C", "C", "N", "O", "C", "C", "C", "H", "H", "H", "H", "H", "H", "H", "H", "H", "H", "H", "H", "H", "H", "H", "H", "H", "H", "C", "C", "C", "C", "C", "C", "N", "O", "C", "C", "C", "H", "H", "H", "H", "H", "H", "H", "H", "H", "H", "H", "H", "H", "H", "H", "H", "H", "H", "C", "C", "N", "C", "C", "C", "C", "C", "O", "C", "H", "H", "H", "H", "H", "H", "H", "H", "H", "H", "H", "H", "H", "H", "H", "H", "H", "H", "H", "H", "C", "C", "N", "C", "C", "C", "C", "C", "O", "C", "H", "H", "H", "H", "H", "H", "H", "H", "H", "H", "H", "H", "H", "H", "H", "H", "H", "H", "H", "H", "C", "N", "C", "C", "C", "C", "O", "H", "H", "H", "H", "H", "H", "H", "H", "H", "H", "H", "H", "H", "H"], "coordinates": [[1.28, 0.50, 1.34], [-0.19, -0.30, 2.00], [2.08, 0.38, 2.94], [2.81, 1.13, 0.53], [0.37, 0.71, -0.19], [0.70, 2.21, 1.76], [1.82, -1.08, 0.62], [0.11, 3.07, 9.35], [-0.74, 2.12, 10.27], [-1.44, 2.97, 11.36], [-2.66, 2.25, 11.89], [-3.73, 2.10, 10.77], [-3.15, 1.13, 9.68], [-1.69, 1.36, 9.36], [-1.10, 0.75, 8.22], [-3.94, 1.34, 8.42], [-3.23, -0.34, 10.24], [0.15, 1.10, 10.92], [0.70, 3.79, 9.92], [-0.41, 3.76, 8.68], [0.87, 2.51, 8.81], [-1.80, 3.90, 10.91], [-0.88, 3.35, 12.21], [-3.17, 2.76, 12.71], [-2.54, 1.30, 12.41], [-3.89, 3.11, 10.38], [-4.70, 1.84, 11.19], [-5.02, 1.26, 8.59], [-3.60, 0.58, 7.72], [-3.65, 2.30, 8.01], [-3.07, -0.96, 9.36], [-4.27, -0.47, 10.54], [-2.51, -0.52, 11.03], [-0.41, 0.32, 11.43], [0.86, 1.58, 11.61], [0.77, 0.58, 10.19], [-7.06, 7.88, 1.20], [-7.82, 6.64, 0.58], [-7.92, 6.78, -1.01], [-6.66, 6.52, -1.84], [-6.19, 5.06, -1.46], [-5.83, 4.88, 0.05], [-7.02, 5.41, 0.94], [-7.05, 4.95, 2.29], [-4.55, 5.76, 0.36], [-5.59, 3.41, 0.33], [-9.29, 6.54, 0.97], [-6.80, 7.65, 2.23], [-7.60, 8.82, 1.14], [-6.14, 8.12, 0.67], [-8.21, 7.81, -1.25], [-8.66, 6.06, -1.35], [-5.87, 7.26, -1.75], [-6.86, 6.47, -2.91], [-5.37, 4.75, -2.10], [-6.92, 4.30, -1.74], [-4.38, 5.76, 1.44], [-4.76, 6.81, 0.15], [-3.60, 5.43, -0.04], [-4.70, 3.14, -0.24], [-6.47, 2.82, 0.07], [-5.49, 3.18, 1.40], [-9.96, 7.34, 0.67], [-9.45, 6.52, 2.05], [-9.72, 5.62, 0.58], [-3.17, -2.38, -7.34], [-3.93, -2.97, -6.15], [-3.64, -2.29, -4.79], [-4.60, -2.63, -3.62], [-5.94, -2.24, -4.05], [-6.45, -2.92, -5.38], [-5.41, -2.72, -6.45], [-5.90, -3.01, -7.78], [-7.68, -2.16, -5.82], [-6.81, -4.43, -5.10], [-3.63, -4.54, -5.89], [-2.13, -2.74, -7.33], [-3.20, -1.30, -7.43], [-3.37, -2.84, -8.31], [-3.41, -1.22, -4.83], [-2.72, -2.74, -4.41], [-4.28, -2.20, -2.67], [-4.53, -3.71, -3.51], [-5.94, -1.16, -4.25], [-6.66, -2.30, -3.23], [-8.40, -2.12, -5.00], [-8.16, -2.48, -6.74], [-7.45, -1.11, -6.01], [-7.80, -4.52, -4.65], [-6.08, -4.92, -4.46], [-7.01, -5.00, -6.01], [-4.13, -5.00, -5.03], [-2.58, -4.77, -5.73], [-3.92, -5.14, -6.75], [9.93, 2.52, -2.19], [10.98, 2.53, -3.36], [12.23, 3.25, -2.75], [13.44, 3.12, -3.66], [13.86, 1.63, -3.75], [12.80, 0.68, -4.34], [11.47, 1.08, -3.72], [10.45, 0.20, -3.91], [13.29, -0.80, -4.01], [12.84, 0.99, -5.86], [10.42, 3.29, -4.50], [10.25, 1.79, -1.44], [9.01, 2.03, -2.51], [9.72, 3.53, -1.84], [12.34, 3.08, -1.68], [11.97, 4.31, -2.76], [14.33, 3.63, -3.30], [13.37, 3.49, -4.68], [14.16, 1.27, -2.77], [14.82, 1.45, -4.21], [14.25, -1.14, -4.39], [12.55, -1.45, -4.47], [13.17, -1.07, -2.96], [12.34, 0.17, -6.38], [13.86, 0.98, -6.23], [12.23, 1.77, -6.34], [9.62, 2.70, -4.96], [11.20, 3.61, -5.18], [9.95, 4.23, -4.22], [1.24, 3.79, -8.97], [1.74, 2.92, -7.75], [2.39, 3.75, -6.58], [3.78, 4.18, -6.99], [1.68, 5.11, -6.28], [0.23, 4.95, -5.70], [2.30, 2.89, -5.24], [3.11, 1.53, -5.34], [2.42, 0.58, -6.12], [3.00, -0.74, -6.05], [1.13, 3.23, -9.89], [1.91, 4.58, -9.32], [0.26, 4.11, -8.63], [2.44, 2.11, -7.96], [0.89, 2.49, -7.21], [4.35, 3.33, -7.36], [4.24, 4.57, -6.09], [3.68, 4.98, -7.72], [1.68, 5.69, -7.20], [2.28, 5.67, -5.56], [-0.19, 5.96, -5.63], [0.16, 4.34, -4.80], [-0.38, 4.44, -6.45], [1.29, 2.63, -4.92], [2.66, 3.60, -4.49], [3.14, 1.18, -4.31], [4.11, 1.75, -5.71], [4.07, -0.68, -6.25], [2.59, -1.40, -6.81], [2.71, -1.24, -5.13], [-6.68, -3.95, 3.11], [-5.94, -5.24, 2.60], [-6.02, -6.49, 3.57], [-5.45, -6.12, 4.97], [-7.49, -6.94, 3.64], [-7.76, -8.21, 4.54], [-5.22, -7.59, 2.93], [-3.80, -7.37, 2.51], [-3.74, -6.66, 1.23], [-2.41, -6.65, 0.65], [-6.18, -3.08, 2.68], [-6.73, -3.71, 4.17], [-7.72, -4.04, 2.81], [-4.87, -5.03, 2.53], [-6.27, -5.57, 1.61], [-5.12, -7.03, 5.48], [-6.16, -5.58, 5.59], [-4.59, -5.47, 4.83], [-7.89, -7.16, 2.65], [-8.03, -6.14, 4.15], [-7.10, -9.03, 4.26], [-8.74, -8.66, 4.38], [-7.81, -7.93, 5.60], [-5.68, -8.02, 2.04], [-5.13, -8.39, 3.66], [-3.38, -8.37, 2.36], [-3.19, -6.84, 3.24], [-1.74, -6.04, 1.25], [-2.45, -6.22, -0.35], [-2.15, -7.70, 0.50], [5.55, -5.11, 3.15], [6.71, -4.24, 3.67], [6.29, -3.85, 5.14], [8.07, -5.01, 3.77], [6.77, -2.90, 2.84], [6.98, -3.02, 1.37], [8.07, -3.90, 1.07], [4.64, -4.53, 3.22], [5.50, -6.04, 3.72], [5.82, -5.45, 2.14], [7.14, -3.38, 5.64], [6.01, -4.76, 5.67], [5.41, -3.21, 5.20], [8.02, -5.71, 4.60], [8.75, -4.21, 4.09], [8.39, -5.56, 2.89], [7.58, -2.34, 3.32], [5.90, -2.27, 3.00], [7.22, -2.05, 0.93], [6.05, -3.36, 0.92], [8.90, -3.53, 1.37]]}